1.
{"formula": "C11H18", "method": "ωB97M-V with the def2-TZVPD basis set", "species": ["C", "C", "C", "C", "H", "C", "H", "H", "H", "H", "H", "C", "C", "H", "H", "H", "C", "H", "C", "H", "H", "H", "H", "H", "H", "C", "H", "C", "H"], "xyz": [[0.0575, -1.6364, -1.2241], [-0.5674, -2.1012, -0.0356], [1.2190, -0.4070, 2.1317], [0.8136, 1.9414, 1.3349], [-0.0412, -2.8872, 0.4882], [1.4349, 0.5866, 0.9859], [-2.0467, 1.9759, -2.1280], [1.0254, -2.0009, -1.5386], [3.5287, 0.6460, 1.5329], [-0.2011, -0.3817, -2.9623], [0.9189, 0.1452, 0.1110], [-2.4031, 0.9799, -2.3923], [-1.8565, -1.7744, 0.2583], [3.3187, -0.1121, 0.0313], [1.4704, 2.5370, 1.9606], [3.1843, 1.6068, 0.0692], [-2.4358, -0.6963, -0.4448], [1.5146, -1.4504, 2.0620], [-0.6173, -0.6584, -2.0044], [-3.4876, 1.0041, -2.2795], [-3.3821, -0.3471, -0.0495], [0.1177, -0.3972, 2.2487], [0.6874, 2.4293, 0.3652], [-2.1321, 0.8828, -3.4426], [-2.4758, -2.2218, 1.0221], [2.9157, 0.7078, 0.6279], [-0.1873, 1.8346, 1.7479], [-1.8217, -0.1607, -1.6123], [1.4487, -0.0443, 3.1362]], "forces_ev_per_a": [[-0.87, 1.78, -0.86], [0.03, -1.63, 0.13], [-2.11, 0.51, 0.73], [-0.05, -0.54, -1.32], [-0.09, 0.09, 0.36], [0.88, -0.81, 0.46], [0.27, -0.11, 0.53], [0.01, -0.11, 0.10], [-0.12, 0.43, 0.04], [0.15, 0.27, 0.10], [-0.03, 0.36, 0.12], [-0.66, -0.36, -0.12], [-0.41, 1.01, -0.18], [-0.40, -0.26, -0.14], [-0.09, 0.03, 0.19], [-0.21, 0.12, 0.18], [-0.12, -1.03, 0.78], [0.44, 0.07, -0.41], [1.15, -1.52, -0.07], [0.00, 0.03, -0.16], [-0.06, 0.31, -0.39], [0.10, -0.54, -0.11], [0.07, 0.53, 0.20], [-0.16, -0.15, -0.07], [0.47, -0.16, 0.28], [0.66, -0.14, 0.02], [0.05, 0.04, 0.34], [0.22, 1.56, -0.50], [0.87, 0.21, -0.23]], "homo_lumo_gap_ev": [9.754, 5.775], "total_energy_ev": -11689.834, "total_charge": 1, "e_above_lowest_kj_mol": 63.1, "multiplicity": 2}

2.
{"formula": "C11H18BN4OS2TeTi", "method": "ωB97M-V with the def2-TZVPD basis set", "species": ["C", "C", "H", "H", "Ti", "H", "H", "C", "H", "C", "C", "B", "S", "H", "N", "H", "C", "H", "C", "Te", "H", "H", "N", "H", "H", "C", "H", "H", "H", "H", "H", "S", "H", "C", "N", "C", "N", "O", "C"], "xyz": [[-0.5115, -1.6243, 2.0957], [1.0889, -3.1348, 1.5299], [-2.2041, -4.2509, 3.1665], [1.9788, -3.4644, 1.0643], [-0.8340, 0.4673, -0.0480], [2.9321, 1.9491, -3.4022], [-0.0539, -4.7724, 2.3911], [-1.5845, 3.8939, 1.9036], [-1.0188, 5.1572, -0.5384], [1.4695, 0.3997, -1.5382], [0.1263, -3.7330, 2.2328], [1.4241, -0.6515, 0.7409], [1.0671, 1.9702, -1.1389], [-2.5331, 4.8547, -1.4435], [1.9162, 0.0863, -2.8160], [2.5940, -0.5869, 1.2017], [2.0112, -1.2614, -2.9868], [-2.9738, -2.6960, 2.9182], [-2.0553, -3.2404, 3.3588], [-2.3522, 2.8356, 0.2342], [2.1913, -1.7307, -4.0038], [1.8733, -2.8562, -1.3212], [1.5014, -0.8029, -0.8173], [-2.0422, -3.0666, 4.4062], [-1.1887, 3.9088, -1.9131], [2.1984, 1.1668, -3.7342], [0.8857, 0.4735, 1.0190], [2.5186, 0.7740, -4.7720], [-1.8389, 3.4416, 2.8928], [-0.4922, 3.9206, 1.7153], [-1.8489, 4.9719, 2.0231], [-1.4437, -0.1701, 2.0711], [1.2786, 1.7295, -3.9343], [-1.6338, 4.4444, -1.0744], [-0.9238, -2.8675, 2.4960], [1.8666, -1.8220, -1.7578], [0.6726, -1.7843, 1.4567], [-2.3078, -1.3167, -2.2302], [-1.7536, -0.6120, -1.4475]], "forces_ev_per_a": [[0.59, -2.36, -0.96], [-1.13, 2.46, 0.34], [-0.40, -1.85, -0.13], [0.68, -0.33, -0.07], [4.64, 3.10, 2.88], [-0.35, -1.27, 0.14], [0.28, -0.47, 0.43], [1.01, 0.49, 1.68], [0.16, -0.23, 0.10], [1.57, -2.48, -2.07], [-1.53, -1.16, -0.28], [1.65, -0.75, 0.59], [-1.80, 0.15, 1.58], [-1.06, 0.76, -0.20], [-1.04, 1.11, 1.29], [-1.21, 0.41, -0.46], [0.89, -0.50, -0.90], [1.31, -0.85, 0.83], [-2.30, 2.13, -2.40], [0.10, 1.07, -0.06], [0.04, 0.68, 1.63], [0.15, 1.15, -1.20], [-0.69, 0.95, -1.47], [0.89, 0.50, 0.82], [0.43, 0.40, 0.15], [0.29, 0.76, -3.08], [-0.24, -0.50, -0.40], [-0.31, 0.39, 1.89], [0.31, -0.04, -1.00], [-0.51, -0.31, 0.37], [-0.55, -0.83, -0.87], [-0.87, 0.60, -0.19], [0.03, -0.21, 0.08], [0.18, -1.68, -0.30], [1.75, 1.48, 1.16], [-1.28, -0.72, 2.77], [-0.04, 0.00, -0.30], [3.87, 4.87, 5.27], [-5.48, -6.94, -7.67]], "homo_lumo_gap_ev": [5.221, 5.127], "total_energy_ev": -72432.550, "total_charge": 3, "e_above_lowest_kj_mol": 0.0, "multiplicity": 1}

3.
{"formula": "C11H18BrCsN2O3Se3Te", "method": "ωB97M-V with the def2-TZVPD basis set", "species": ["C", "H", "H", "H", "Se", "H", "Se", "N", "N", "H", "H", "O", "H", "C", "O", "Br", "C", "H", "H", "C", "H", "C", "C", "Te", "H", "H", "H", "Cs", "H", "H", "C", "O", "C", "Se", "C", "H", "H", "H", "C", "C"], "xyz": [[-2.2951, 0.0451, -2.4072], [-2.2358, 4.6901, -1.6134], [-2.4794, 2.5833, -4.5917], [-0.8954, 1.1479, 1.1038], [2.5070, 2.4858, -1.0960], [1.6018, -1.5661, 2.4725], [1.7678, 2.7204, 2.8670], [-2.0059, 0.6755, -1.2910], [1.6406, -2.3050, 1.7723], [-1.9340, -0.6163, 3.3706], [4.1117, -4.3589, 0.6312], [-1.9870, -1.3214, 1.4738], [0.0921, 0.2780, 2.2970], [-1.7715, 4.2267, -2.4841], [3.5967, -2.1797, -0.8225], [-2.3721, -1.8565, -2.2942], [-2.3526, 2.0506, -3.6561], [0.8717, -2.9461, 1.9317], [-2.7221, 0.1023, -4.5144], [-0.8706, 0.7565, 2.1227], [3.0400, -3.5785, 2.7839], [-1.8672, 1.9992, -1.3402], [-2.4934, 0.6710, -3.6252], [3.3297, 1.6927, 1.1269], [-2.9795, 0.3081, 2.2802], [-1.5882, 2.4806, -0.4091], [-1.8596, -0.9496, 0.5917], [1.1279, -0.7824, -0.9524], [3.7061, -2.2629, 1.8075], [2.3984, -4.8012, 0.6858], [-2.0097, -0.2040, 2.3627], [1.8420, -3.4709, -1.3266], [2.9189, -3.0161, 1.8456], [2.0207, 0.9520, 4.3712], [2.8509, -3.1620, -0.6335], [-0.6991, 4.4234, -2.4241], [-0.9154, 1.5977, 2.8131], [-2.1653, 4.7026, -3.3828], [-2.0185, 2.7461, -2.5020], [3.0937, -3.9581, 0.6551]], "forces_ev_per_a": [[0.02, 0.03, 0.01], [0.01, 0.00, 0.00], [0.00, 0.00, 0.00], [0.02, 0.01, 0.01], [-0.18, 0.30, -0.20], [0.02, -0.03, 0.01], [0.19, 0.17, -0.04], [-0.03, -0.12, 0.01], [0.06, -0.13, 0.05], [-0.04, -0.02, 0.00], [0.02, 0.05, 0.14], [-0.01, 0.05, -0.08], [0.03, 0.01, -0.01], [0.02, -0.02, -0.02], [0.35, -0.11, -0.19], [-0.08, 0.06, -0.05], [0.04, -0.02, 0.04], [-0.08, 0.10, 0.04], [-0.01, -0.02, 0.02], [-0.16, -0.08, 0.00], [0.02, 0.02, 0.02], [0.11, -0.08, 0.06], [0.02, 0.03, -0.03], [0.00, -0.05, -0.12], [-0.01, 0.01, 0.02], [0.01, 0.01, -0.01], [-0.07, -0.04, -0.05], [-0.21, 0.65, 0.11], [0.00, 0.00, -0.02], [-0.06, 0.04, 0.10], [0.02, -0.05, 0.05], [0.23, -0.42, -0.11], [0.10, -0.04, 0.04], [-0.08, -0.14, 0.31], [-0.24, -0.20, 0.07], [0.02, -0.01, 0.02], [0.00, 0.00, -0.02], [0.01, 0.00, 0.00], [-0.02, 0.05, -0.03], [-0.01, -0.02, -0.15]], "homo_lumo_gap_ev": 3.709, "total_energy_ev": -294748.093, "total_charge": -2, "e_above_lowest_kj_mol": 112.0, "multiplicity": 1}

4.
{"formula": "C11H18ClIN2O2PSc", "method": "ωB97M-V with the def2-TZVPD basis set", "species": ["C", "Sc", "H", "C", "Cl", "P", "C", "H", "H", "N", "C", "H", "H", "C", "O", "H", "C", "N", "H", "C", "H", "H", "H", "C", "C", "H", "I", "H", "C", "H", "H", "O", "C", "H", "H", "H", "H"], "xyz": [[-1.3536, 2.3844, 2.8810], [0.8421, 0.6262, -0.3935], [-0.6919, 0.2493, -1.6368], [0.9685, -2.5487, -3.3149], [1.4314, 2.5642, -1.3828], [1.2756, -0.7730, -2.9547], [3.0520, -0.6053, -3.3229], [0.5596, 1.0216, -4.4139], [1.3299, -2.7885, -4.3262], [-1.4606, 1.1509, 6.3876], [-0.2623, -0.0916, 2.4723], [0.1622, -1.0817, 2.2256], [3.6383, -1.3159, -2.7278], [-1.7452, 1.9597, 5.3199], [-1.2820, -2.6175, -0.0124], [-0.1074, -2.7620, -3.2711], [-1.3336, -0.6917, -1.4061], [-0.2428, 0.8128, 1.4373], [1.1137, -0.4144, -5.3417], [-0.8260, 2.0375, 1.6533], [-1.6649, 1.5371, 7.2994], [-0.5086, -0.4114, -4.5690], [-0.7407, -0.5846, 4.4872], [-1.2776, 1.4951, 3.9774], [-0.6895, -1.7362, -0.5682], [-1.8287, 3.3660, 3.0137], [1.6997, -2.0880, -0.0247], [-2.2816, -0.3658, -0.9391], [-0.7641, 0.2122, 3.7344], [1.4830, -3.1831, -2.5769], [3.3656, 0.4178, -3.0715], [-2.3942, 2.9897, 5.4454], [0.5319, -0.0729, -4.4744], [-0.8403, 2.7284, 0.8107], [-0.7238, 0.4596, 6.3606], [3.2143, -0.7805, -4.3962], [-1.6482, -1.0998, -2.3809]], "forces_ev_per_a": [[-0.18, 0.24, 0.42], [1.38, -0.16, -0.93], [-1.60, -1.51, -0.37], [-0.01, -0.20, 0.53], [-0.20, -0.36, 0.26], [0.62, 0.22, -1.26], [0.14, 0.22, 0.24], [-0.06, -0.20, -0.22], [-0.09, 0.17, 0.32], [0.32, 0.14, -0.57], [0.10, 0.22, -0.53], [-0.32, 0.68, 0.44], [-0.06, 0.17, -0.19], [-0.98, 0.79, 1.69], [1.83, 2.63, -1.71], [0.20, -0.07, -0.08], [0.05, 2.24, -0.46], [-0.67, 0.01, 1.15], [-0.26, 0.10, 0.23], [0.17, -0.64, 0.31], [-0.10, -0.01, -0.09], [0.23, 0.17, -0.10], [-0.05, 0.48, -0.29], [0.39, -0.24, -1.35], [-2.09, -4.00, 2.57], [0.30, -0.48, 0.06], [-0.62, 0.47, 0.40], [0.52, -0.30, 0.25], [0.20, -0.18, -0.41], [-0.21, 0.09, -0.55], [0.05, -0.27, -0.16], [0.76, -0.99, -0.72], [-0.17, 0.39, 0.35], [0.00, -0.05, 0.19], [-0.19, 0.17, 0.00], [0.04, -0.02, 0.38], [0.55, 0.07, 0.18]], "homo_lumo_gap_ev": 6.750, "total_energy_ev": -69372.846, "total_charge": 2, "e_above_lowest_kj_mol": 0.0, "multiplicity": 1}

5.
{"formula": "C11H18EuF9I2O2P2", "method": "ωB97M-V with the def2-TZVPD basis set", "species": ["F", "C", "H", "C", "C", "H", "F", "H", "F", "H", "H", "C", "H", "C", "C", "H", "H", "H", "H", "F", "P", "H", "O", "P", "H", "C", "C", "F", "F", "I", "H", "F", "F", "F", "H", "I", "H", "H", "C", "C", "H", "Eu", "H", "C", "O"], "xyz": [[1.3360, 1.9469, 3.2400], [3.8776, 1.5020, 0.3152], [-3.6754, 1.6590, 1.3070], [0.0017, -0.0468, 3.5020], [-3.9115, 1.3618, 0.2756], [3.2010, -1.4084, -2.1411], [-2.4380, 0.1032, 3.5706], [-4.9596, 1.0532, 0.2115], [1.1206, -2.1179, 3.7543], [3.6204, 1.7786, 1.3466], [-3.2787, 0.1354, -2.6688], [3.5743, -1.2405, 0.8334], [4.7125, -0.4629, -1.7136], [-1.2801, 0.7511, 3.9230], [1.2591, 0.7768, 3.9312], [4.6555, -1.2516, 0.6957], [4.9345, 1.2270, 0.2496], [-4.6421, -0.6393, -1.7327], [-3.7252, 2.2267, -0.3711], [-1.0909, -2.1250, 3.7740], [-2.8594, -0.0368, -0.2521], [3.1605, -2.2196, 0.5571], [0.0142, -0.2677, 2.1502], [2.8739, 0.0844, -0.2360], [3.3017, 0.2431, -2.6422], [-3.5539, -0.5676, -1.8708], [3.6200, -0.4345, -1.8391], [1.2679, 1.0505, 5.2584], [-1.3580, 1.9437, 3.2714], [-0.5823, 1.6414, -2.1422], [3.6658, 2.3653, -0.3279], [-1.3232, 0.9760, 5.2594], [2.4335, 0.1329, 3.6271], [0.0277, -1.4584, 5.5553], [-3.1119, -2.3409, 0.5529], [0.3250, -1.9703, -2.8449], [-3.3272, -1.2137, 1.8852], [-3.1066, -1.5283, -2.1639], [-3.5461, -1.3667, 0.8189], [0.0160, -1.4539, 4.1966], [-4.6264, -1.3988, 0.6750], [0.0327, -0.7423, 0.0597], [3.3457, -1.0930, 1.8970], [0.0058, 2.1599, 0.1897], [-0.0169, 3.2647, 0.5410]], "forces_ev_per_a": [[-0.42, -0.78, 0.46], [-0.58, 0.45, -0.14], [-0.05, -0.20, -0.25], [0.04, 0.00, 0.58], [0.63, 0.42, -0.08], [0.52, 0.20, 0.37], [1.30, 0.30, 0.32], [0.16, 0.06, -0.05], [-1.06, 0.27, 0.38], [0.08, -0.17, -0.23], [-0.41, -0.04, 0.24], [-0.60, -0.12, 0.29], [-0.38, -0.05, -0.29], [-1.48, 0.65, 0.65], [1.50, 0.75, 0.65], [0.00, -0.13, 0.00], [-0.15, 0.07, 0.00], [0.33, -0.06, -0.36], [-0.21, -0.10, 0.09], [1.05, 0.25, 0.35], [-0.65, -0.99, 0.61], [0.22, 0.05, -0.07], [-0.06, -0.20, -1.50], [0.67, -0.81, 0.21], [0.42, 0.09, 0.20], [0.52, 0.27, 0.05], [-0.63, 0.20, -0.10], [-0.02, -0.36, -1.67], [0.45, -0.84, 0.46], [0.18, -0.02, -1.26], [0.22, -0.12, 0.14], [0.06, -0.29, -1.70], [-1.32, 0.30, 0.32], [0.00, 0.22, -1.95], [-0.24, 0.10, -0.08], [-0.20, -0.05, -0.15], [-0.09, 0.16, -0.37], [-0.37, 0.09, 0.22], [0.48, -0.18, 0.25], [-0.02, -0.72, 0.78], [0.01, -0.15, 0.03], [-0.17, 1.33, 2.07], [0.09, 0.13, -0.32], [-0.02, 4.03, 1.98], [0.18, -4.01, -1.11]], "homo_lumo_gap_ev": [7.741, 4.923], "total_energy_ev": -94342.415, "total_charge": 2, "e_above_lowest_kj_mol": 196.6, "multiplicity": 7}

6.
{"formula": "C11H18F6NO6Y", "method": "ωB97M-V with the def2-TZVPD basis set", "species": ["C", "O", "H", "N", "O", "F", "F", "H", "O", "H", "H", "C", "C", "F", "H", "H", "H", "C", "O", "F", "H", "H", "C", "C", "C", "H", "H", "H", "C", "H", "C", "F", "O", "F", "O", "H", "H", "C", "H", "C", "H", "H", "Y"], "xyz": [[4.8174, 0.3266, -2.9447], [-1.9114, 1.2318, -1.9624], [0.0336, 1.1931, 1.4921], [-1.7001, -1.7461, 2.9822], [-0.9866, -1.7420, 5.1262], [4.3092, -0.7548, -3.5484], [6.0324, 0.1073, -2.4964], [-1.8476, 2.1950, -0.1697], [3.2543, -0.2017, -1.1275], [-1.0981, -0.1578, 1.6416], [-2.7915, -0.6922, 1.6648], [-1.0834, -1.1967, 4.0494], [-2.4491, -3.0011, 3.0018], [4.9005, 1.3587, -3.8294], [-1.9881, -3.6866, 3.7128], [-0.9277, 0.8124, -0.1379], [-0.5953, -0.2297, 3.8528], [2.5413, 0.0846, 0.0282], [0.6866, 1.7027, 2.0101], [-2.8953, -1.0890, -4.1139], [0.5968, -0.9292, -0.4043], [-3.4407, -2.7690, 3.3903], [1.5135, -1.0137, 0.1794], [-1.1852, 1.6231, -0.8195], [-0.0975, 2.5709, -1.1878], [0.4113, 2.1802, -2.0690], [-2.5405, -3.5187, 2.0469], [2.0558, -1.9556, 0.0967], [-3.3919, -0.1030, -3.3788], [-0.4886, 3.5752, -1.3509], [-2.5339, 0.0737, -2.0934], [-4.6253, -0.3680, -3.0393], [4.0759, 1.9325, -1.3501], [-3.3777, 1.0490, -4.1492], [-2.5547, -0.8384, -1.2326], [3.1288, 0.1951, 0.9396], [1.2542, -1.1295, 1.2317], [3.9742, 0.7635, -1.7246], [0.6569, 2.6728, -0.4077], [-1.7560, -1.0186, 1.7610], [2.0600, 1.0566, -0.0794], [-1.5433, -1.7201, 0.9544], [1.5074, 3.1565, 3.4546]], "forces_ev_per_a": [[-0.77, 0.70, -0.81], [-0.13, 0.01, -1.13], [0.30, 0.22, 0.19], [1.16, 0.43, -0.27], [0.06, 0.43, 0.23], [0.44, 0.53, 0.22], [0.64, -0.59, 0.10], [-0.68, 0.03, -0.11], [1.67, 0.10, -1.59], [0.05, -0.25, 0.62], [-0.05, 0.33, -0.62], [-0.15, -1.75, 0.52], [-0.15, -0.03, 1.30], [-0.43, -1.14, 0.72], [0.07, 0.13, 0.03], [0.43, -0.71, -0.82], [-0.07, 0.39, -0.28], [-1.73, 0.91, 0.54], [2.05, 3.89, 3.88], [-0.04, 0.05, 0.16], [0.40, -0.18, -0.30], [-0.22, -0.23, -0.12], [0.56, -0.56, 1.35], [-1.01, 0.46, 1.80], [0.81, 0.06, -0.58], [0.14, 0.38, -0.11], [0.28, 0.58, -0.16], [-0.32, -0.20, -0.90], [0.94, 1.70, -1.14], [-0.01, -0.16, -0.43], [-0.35, -2.89, 3.37], [-0.45, -0.10, 0.13], [-0.66, -2.55, -0.26], [-0.01, -1.39, 1.05], [0.39, 2.95, -2.61], [0.70, -0.40, -0.17], [-0.44, 0.52, 0.28], [0.01, 2.62, 1.07], [-0.04, -0.19, 0.13], [-1.12, -0.46, -0.92], [-0.03, 0.12, -0.21], [-0.05, 0.28, -0.25], [-2.18, -4.01, -3.87]], "homo_lumo_gap_ev": 2.426, "total_energy_ev": -42800.103, "total_charge": 2, "e_above_lowest_kj_mol": 0.0, "multiplicity": 1}